This record from the Open Molecules 2025 dataset describes a structure of composition C40H99BN9O17Pb in a non-equilibrium geometry. The level of theory is the ωB97M-V functional and the def2-TZVPD basis.

The geometry in XYZ format:
```
167
Properties=species:S:1:pos:R:3:forces:R:3:mulliken_charge:R:1
Pb 7.61292 4.67924 -1.06788 -0.6409 -0.0540 0.7998 1.512
O -0.12282 3.63916 0.52024 0.0214 -3.1796 -1.9138 -0.637
C -0.15484 2.56061 -0.10143 -0.4364 2.7256 1.6996 0.613
O -1.17477 1.70782 -0.14709 0.2386 1.6212 0.8503 -0.484
B -0.83298 0.51006 -0.85234 -0.1338 -1.1693 0.0737 1.004
O 0.51728 0.80150 -1.35946 0.8222 -1.2094 -0.9532 -0.502
C 1.00354 1.93153 -0.96211 -0.9868 0.2018 1.0081 0.653
O 2.10064 2.37399 -1.13568 0.4505 0.2751 -0.2095 -0.672
O -1.76295 0.20941 -1.95075 -0.4337 -0.7219 0.1095 -0.464
C -2.34907 -0.97316 -1.75134 -2.5272 -2.3379 -2.4227 0.546
O -3.18329 -1.57408 -2.48762 3.3601 2.8200 2.7726 -0.621
C -1.77017 -1.58488 -0.44780 -0.3032 -2.7834 2.0710 0.612
O -0.85892 -0.70013 0.06074 -1.1343 -0.4450 -1.3421 -0.343
O -2.08816 -2.69740 0.04089 1.3867 4.3009 -1.7273 -0.619
C -0.47639 1.16515 -8.20836 0.3303 -1.1785 0.1931 -1.411
C -0.80643 -0.32670 -7.94395 -0.2163 1.4811 -0.8379 0.297
C 0.24914 -0.98509 -7.08256 -1.4363 0.7963 -0.3905 -0.629
O -0.02774 -2.35354 -6.97414 -1.0501 0.9192 -2.1127 -0.275
C 0.80784 -2.92168 -6.08594 0.9208 -0.4133 1.8657 -0.658
N -2.14433 -0.38407 -7.35392 0.5333 -1.0126 -0.5135 -0.748
H -0.26002 1.57766 -7.22292 0.0015 0.5291 -0.0733 0.290
H -1.31465 1.67616 -8.68196 0.0395 -0.1091 0.1730 0.380
H 0.40317 1.24716 -8.84692 0.0937 0.1786 0.0590 0.367
H -0.83940 -0.87046 -8.88806 -0.1468 0.0089 -0.1693 0.412
H 0.05780 -0.53563 -6.10816 0.8027 0.2025 0.5060 0.280
H 1.21789 -0.73479 -7.51496 0.4939 -0.3572 0.3216 0.328
H 0.74263 -2.35524 -5.15696 -0.1318 -0.2257 0.7088 0.244
H 1.85089 -2.76951 -6.36340 0.3832 -0.6837 -0.3394 0.299
H 0.49072 -3.95062 -5.91619 0.4576 -0.0193 -0.0639 0.256
H -2.20741 -1.39018 -7.29165 -1.0783 -0.4044 0.3778 0.333
H -2.09328 -0.08670 -6.39004 -0.0227 0.2918 0.3351 0.244
C 3.50067 10.12508 -1.17629 0.6260 -0.2129 -1.0496 -1.529
C 4.36294 8.94253 -1.72666 -1.5243 0.7975 -1.2889 0.317
C 5.41302 9.40950 -2.69856 0.6764 -0.1135 1.0686 -0.827
O 6.24917 8.33132 -3.10453 -0.5926 -0.1743 0.1980 -0.290
C 7.06251 8.70923 -4.19176 0.1749 -0.7226 0.3110 -0.710
N 4.86039 8.14802 -0.67423 0.3937 -1.0684 1.7767 -0.542
H 2.90181 9.82800 -0.31537 -0.1898 -0.1384 -0.2846 0.421
H 2.89396 10.47257 -2.01252 -0.3825 0.1146 0.2993 0.411
H 4.10582 10.97729 -0.86707 0.2743 -0.0672 0.0557 0.402
H 3.70894 8.28073 -2.29448 -0.2321 0.0809 -0.2393 0.318
H 6.07733 10.08401 -2.15836 -0.0608 0.7075 -0.1989 0.345
H 4.88229 9.89351 -3.51843 0.3660 0.1009 -0.3137 0.367
H 6.38645 9.08057 -4.96192 0.6570 0.1150 -0.4663 0.320
H 7.61415 7.80831 -4.46032 -0.3372 -0.1341 -0.6033 0.203
H 7.87186 9.38056 -3.90478 -0.3361 0.7246 0.0166 0.303
H 4.06263 7.58567 -0.41454 0.0611 -0.6353 0.2584 0.316
H 4.90584 8.76923 0.12084 0.7895 -0.0058 0.5419 0.277
C -8.20750 -7.23905 4.48639 -0.2650 -0.0516 1.4903 -1.515
C -7.60662 -8.58564 5.01066 -0.0556 1.2835 -1.2451 0.515
C -8.58973 -9.76783 5.15549 0.4625 1.3278 1.1229 -0.661
O -9.32858 -9.50105 6.38313 0.3054 0.0255 -0.4787 -0.325
C -10.36782 -10.42084 6.54569 -1.0281 -0.8585 -1.5647 -0.786
N -6.55576 -8.86104 4.01508 -0.3272 -0.8444 0.4768 -0.726
H -7.50932 -6.41491 4.63288 0.6884 -0.2409 -0.2480 0.409
H -8.98636 -6.86638 5.15167 -0.6699 -0.4467 -0.3109 0.379
H -8.48954 -7.23559 3.43352 -0.2033 -0.3342 0.1520 0.362
H -7.13901 -8.38715 5.97506 -0.3186 -0.0556 0.3380 0.231
H -8.04761 -10.70475 5.28365 0.1547 -0.1444 -0.0643 0.363
H -9.19410 -9.84022 4.25128 -0.4759 0.0121 0.1394 0.333
H -10.03127 -11.45694 6.50933 0.3721 -0.1937 0.3864 0.308
H -11.01574 -10.35452 5.67167 -0.2477 0.0274 -0.4085 0.318
H -11.09952 -10.32188 7.34752 0.8880 0.7045 0.6476 0.291
H -6.10940 -7.97902 3.80793 0.2542 -0.0785 -0.0869 0.261
H -5.88698 -9.45464 4.48462 0.4674 -0.1324 -0.3490 0.242
C -1.06716 0.52634 5.68995 -0.1328 -0.1488 0.4647 -1.498
C 0.02958 -0.45460 6.04717 -2.0232 -1.0912 0.6980 0.389
C -0.48973 -1.99437 6.11801 -0.7891 1.4129 0.4090 -0.712
O 0.51498 -2.94917 6.34833 0.3326 0.5480 -0.0711 -0.314
C 1.38507 -2.80738 7.48095 -0.0974 -0.6354 -0.4148 -0.775
N 1.07386 -0.35619 5.11875 1.5313 -0.6367 -0.1380 -0.600
H -1.84432 0.51742 6.45417 -0.2640 -0.0679 -0.2621 0.379
H -1.45357 0.29438 4.69748 -0.2968 -0.0562 0.0655 0.322
H -0.67971 1.54417 5.64496 0.1854 -0.0526 0.0401 0.365
H 0.41175 -0.27198 7.05151 0.1297 0.2933 0.0943 0.325
H -1.07589 -2.23502 5.23111 0.8476 -0.2108 -0.7023 0.365
H -1.30969 -2.08092 6.83095 0.2188 0.2429 0.9701 0.375
H 0.89370 -2.63596 8.43869 -0.4200 -0.1135 -0.0859 0.317
H 2.16880 -2.05460 7.39601 -0.1214 0.4320 -0.4361 0.326
H 1.91234 -3.76134 7.48792 -0.0884 0.0060 0.3249 0.271
H 0.76006 -0.59977 4.19015 -0.1970 0.1416 -0.3466 0.304
H 1.61219 -1.15411 5.42469 1.1949 -0.0714 -0.6772 0.310
C 3.10155 -7.27562 0.76262 1.5518 0.6028 -0.1336 -1.504
C 3.25214 -6.59276 2.13068 -0.4475 -0.4754 -0.4476 0.581
C 4.01726 -5.26501 2.02499 0.5481 -0.3664 -0.8925 -0.781
O 4.40801 -4.65101 3.21282 0.6177 0.5068 1.3834 -0.314
C 5.41368 -5.32548 3.96167 -0.4983 -0.6108 0.4625 -0.801
N 1.92901 -6.43147 2.69252 -0.3712 0.9351 0.2302 -0.691
H 4.11688 -7.44066 0.40211 0.2265 -0.6793 0.0672 0.387
H 2.77969 -6.60499 -0.03410 -0.8884 0.1378 0.2471 0.336
H 2.54975 -8.21518 0.79168 -0.0464 0.2966 0.0426 0.364
H 3.72515 -7.30822 2.80334 0.6263 0.1234 -0.0690 0.286
H 3.44167 -4.50285 1.49972 -0.5293 -0.1492 0.0333 0.322
H 4.90164 -5.36868 1.39632 0.3831 -0.4440 -0.1938 0.357
H 5.88766 -4.72456 4.73777 -0.2719 0.8085 -0.4084 0.260
H 6.22106 -5.75226 3.36661 -0.1017 -0.0064 -0.4146 0.345
H 4.95700 -6.11560 4.55770 -0.0406 -0.4441 -0.2060 0.305
H 1.47833 -5.76795 2.07874 -0.7236 -0.0668 -0.4892 0.299
H 2.03953 -5.83259 3.49826 -0.0465 -0.1398 0.7955 0.250
C -6.74691 -6.41297 -6.97026 -0.3771 -0.7149 0.0547 -1.414
C -6.51692 -7.39742 -5.82384 1.4314 1.2010 0.7727 0.486
C -5.00990 -7.72947 -5.53864 -1.1286 0.4906 -0.5625 -0.728
O -4.99270 -8.60855 -4.44253 -0.1011 -0.5451 -0.2148 -0.313
C -3.73346 -8.75716 -3.85906 0.4882 -0.7293 0.4261 -0.784
N -7.08743 -6.73552 -4.62933 0.1474 -0.7123 0.7166 -0.804
H -6.44723 -6.84172 -7.92654 0.0554 0.2027 -0.0877 0.370
H -6.30613 -5.42863 -6.81249 0.3382 -0.1662 0.0781 0.298
H -7.82493 -6.25210 -6.96047 -0.0265 0.0553 -0.3341 0.373
H -7.05026 -8.33177 -5.99888 -0.0532 0.0373 0.0160 0.331
H -4.47674 -6.80440 -5.31938 -0.0284 0.3905 0.3617 0.339
H -4.48520 -8.10982 -6.41506 -0.0564 -0.6033 -0.1877 0.398
H -3.65368 -9.65970 -3.25311 -0.9173 0.0170 0.4519 0.278
H -3.52603 -7.90179 -3.21610 0.5007 0.1415 -0.1984 0.308
H -2.94647 -9.02945 -4.56235 0.2001 0.9140 -0.5823 0.305
H -6.87253 -7.32458 -3.83756 -0.7140 -1.1029 0.1956 0.307
H -6.45934 -6.02361 -4.28465 0.2410 1.1356 -0.9006 0.250
C -5.69122 5.00339 -5.25540 -0.3468 0.3927 -0.5592 -1.412
C -6.72758 5.37776 -6.34371 -0.1958 -0.9103 1.5970 0.285
C -6.55571 6.74524 -6.90342 -0.4983 -0.6712 -0.2726 -0.690
O -7.59377 6.84220 -7.85109 0.2423 2.0960 -1.1138 -0.281
C -7.57841 8.10648 -8.52636 -0.2929 0.6108 -0.2054 -0.848
N -6.72176 4.40769 -7.43224 0.5470 -0.1604 0.4172 -0.642
H -4.70453 4.96637 -5.71711 0.2187 0.0519 0.1220 0.342
H -5.91236 4.01057 -4.86360 -0.0203 0.0291 0.0428 0.388
H -5.68965 5.71498 -4.42971 0.0813 0.0197 0.0531 0.365
H -7.70349 5.35112 -5.85894 -0.2477 -0.0296 -0.0971 0.284
H -5.58449 6.76700 -7.39775 0.3277 0.5441 -0.0605 0.355
H -6.66219 7.47499 -6.10078 0.2468 0.3734 -0.0539 0.355
H -8.08995 8.10783 -9.48888 -0.4039 -0.7610 0.1991 0.297
H -6.62872 8.56303 -8.80518 0.8782 -0.8169 0.2961 0.324
H -8.01964 8.92745 -7.96119 -0.4638 -0.2178 0.5476 0.315
H -6.73583 3.50773 -6.97403 -0.4952 -0.5160 -0.0064 0.288
H -5.74628 4.43062 -7.69306 0.4254 -0.0443 -0.9071 0.275
C 8.06153 1.44350 4.52649 -0.8305 -0.2417 1.3271 -1.533
C 8.17228 1.68657 3.06053 0.2993 0.6765 -1.4691 0.367
C 7.37052 0.71241 2.18475 -0.1688 -0.0759 0.7616 -0.844
O 7.36607 0.97858 0.78575 0.1147 -0.0297 0.1961 -0.277
C 6.76204 -0.08642 0.01818 -0.1934 0.8239 -0.0172 -0.749
N 7.71595 3.08852 2.76514 0.3520 -0.2518 -0.2564 -0.552
H 7.03022 1.34527 4.86537 -0.2950 -0.2474 -0.2083 0.408
H 8.38430 2.32456 5.08115 0.4937 -0.0439 -0.0607 0.392
H 8.59967 0.57428 4.90458 0.1052 0.0122 -0.2096 0.386
H 9.23283 1.56279 2.84141 0.0810 0.4809 -0.5249 0.312
H 6.36224 0.73985 2.59792 -0.4859 -0.0513 -0.2717 0.384
H 7.74334 -0.29033 2.39359 0.1475 -0.2007 -0.1540 0.397
H 7.41405 -0.95571 -0.06747 -0.0060 0.0182 0.1283 0.299
H 6.55361 0.33750 -0.96415 0.3261 -0.1081 -0.1202 0.233
H 5.77261 -0.35371 0.38921 0.1062 -0.1638 0.4216 0.346
H 8.25261 3.73739 3.32287 0.6371 0.1262 -0.0655 0.281
H 6.82037 3.19386 3.22004 -0.7380 -0.1098 -0.2822 0.284
C 4.85433 6.40444 7.19822 0.0630 1.4127 -0.1782 -1.480
C 3.74150 6.73605 6.17828 0.1302 -1.4215 0.7593 0.814
C 3.72357 8.19234 5.72879 -0.3060 0.3130 -0.6785 -0.993
O 4.87960 8.70165 5.04584 -0.1801 -0.2444 0.9321 -0.321
C 5.84033 9.36336 5.87044 0.3567 -0.1053 -1.0341 -0.673
N 3.78679 5.75551 5.09494 0.4490 -0.1275 -0.8798 -0.732
H 5.81270 6.25687 6.70036 -0.0084 -0.2212 -0.0225 0.343
H 4.65469 5.62649 7.93514 -0.2142 -0.2733 -0.4737 0.392
H 4.95342 7.32103 7.77972 0.2279 -0.0485 0.3253 0.333
H 2.82526 6.51332 6.72508 -0.4555 0.8119 0.2239 0.214
H 3.39436 8.82586 6.55244 0.6009 0.0953 0.4910 0.419
H 2.90143 8.37081 5.03574 -0.0569 -0.4652 -0.3847 0.393
H 6.63473 9.66515 5.18783 0.0695 -0.0555 -0.1132 0.246
H 6.31596 8.70245 6.59504 -0.3196 0.0970 0.2913 0.253
H 5.47988 10.30535 6.28375 -0.3639 -0.2118 0.4268 0.304
H 2.96889 5.77655 4.50275 -0.2043 0.4660 -0.1134 0.227
H 3.75573 4.81582 5.46389 0.2435 -0.0741 0.3547 0.268
```
Forces are in eV/Å.

Calculated values
- Lowest unoccupied orbital energy: -9.062 eV
- E_HOMO: -9.685 eV
- Energy relative to the best compared isomer or geometry (same formula, charge and spin): 1108.8 kJ/mol
- Electronic energy: -97210.954 eV
- Spin multiplicity: 1
- Net charge: +1

This record from the Open Molecules 2025 dataset describes a structure of composition C29H25F3N2O4S5V. The level of theory is the ωB97M-V functional and the def2-TZVPD basis.

The geometry in XYZ format:
```
69
Properties=species:S:1:pos:R:3:forces:R:3:nbo_charge:R:1
V -0.31402 0.34676 1.50326 -0.6398 0.4135 -0.1612 1.063
S 1.31593 -1.04656 0.80357 0.1788 -0.1549 0.0437 -0.020
C 2.28203 -1.25879 2.24890 0.0285 -0.0239 -0.0636 -0.280
C 3.30585 -2.26072 2.18350 -0.0532 0.0913 -0.0297 0.251
N 4.11900 -3.06646 2.07440 -0.0109 -0.0142 0.0029 -0.279
C 2.07920 -0.51229 3.35475 0.0716 0.0613 0.1449 -0.246
S 0.85668 0.73143 3.42203 0.1744 -0.0697 0.1615 0.006
C 2.88561 -0.69151 4.53043 -0.0386 -0.0302 -0.1508 0.248
N 3.52828 -0.83701 5.47215 -0.0197 0.0311 0.0146 -0.268
C 1.90929 -3.99209 -1.96172 -0.0341 -0.0700 0.0324 -0.537
C 1.59228 -3.09716 -3.15669 -0.0295 0.0684 0.0185 -0.544
S 0.60923 -1.61811 -2.76878 -0.0869 -0.0579 -0.0340 0.197
C -0.98350 -1.99601 -3.54431 0.1100 -0.0074 0.0916 -0.534
C -1.81133 -3.08536 -2.87375 0.0040 0.0629 0.0544 -0.558
S -2.16902 -2.70213 -1.13357 -0.0799 -0.0506 -0.0235 0.165
C -1.70857 -4.23158 -0.28021 0.0135 0.0656 -0.0145 -0.528
C -0.21903 -4.48067 -0.07994 0.0371 -0.0484 -0.0216 -0.547
S 0.63804 -5.20733 -1.51458 -0.0238 0.0219 -0.0109 0.169
H 2.14776 -3.40020 -1.07815 0.0265 0.0118 -0.0107 0.236
H 2.79085 -4.59231 -2.19302 0.0152 0.0226 -0.0126 0.229
H 1.07603 -3.65821 -3.93680 0.0296 -0.0162 -0.0130 0.221
H 2.53016 -2.73534 -3.58157 0.0014 -0.0018 -0.0038 0.226
H -0.81368 -2.24664 -4.59321 -0.0337 -0.0111 -0.0153 0.221
H -1.52309 -1.04753 -3.52732 0.0078 0.0102 -0.0188 0.216
H -1.28234 -4.03475 -2.90145 -0.0050 -0.0181 -0.0227 0.244
H -2.75792 -3.19803 -3.40573 0.0156 -0.0158 -0.0332 0.216
H -2.18632 -5.07759 -0.77652 -0.0116 -0.0024 0.0100 0.220
H -2.17963 -4.12616 0.69957 -0.0082 -0.0131 0.0020 0.233
H -0.09459 -5.19778 0.73330 -0.0094 0.0354 0.0318 0.224
H 0.29195 -3.56104 0.19870 -0.0030 0.0098 0.0045 0.243
C -7.73866 0.09254 2.91522 -0.0258 0.0125 -0.0134 -0.257
O -6.37906 -0.21179 3.19490 -0.0054 -0.0086 0.0263 -0.471
C -5.45679 0.04727 2.25461 -0.0411 0.0352 -0.1052 0.383
C -5.76080 0.60277 0.99721 0.0107 -0.0119 0.0257 -0.358
C -4.73949 0.81925 0.10946 0.0112 -0.0089 -0.0093 -0.033
C -3.40013 0.52625 0.41719 0.1157 -0.0116 -0.0078 -0.324
C -2.36547 0.71728 -0.56349 0.1143 -0.0599 -0.0199 0.641
C -2.70778 1.10209 -1.97145 0.0033 -0.0044 -0.0104 -0.712
O -1.14716 0.55736 -0.31719 0.0703 0.1308 0.0197 -0.624
C -3.11672 -0.03092 1.69233 -0.0718 0.0494 -0.1273 0.410
O -1.88518 -0.37288 2.04673 -0.0351 -0.0608 0.1003 -0.660
C -4.15035 -0.26918 2.58467 0.0941 -0.0797 0.1363 -0.316
H -8.29504 -0.19284 3.80229 0.0078 -0.0030 0.0055 0.209
H -8.10280 -0.47924 2.05958 0.0099 -0.0059 -0.0001 0.183
H -7.87350 1.15994 2.73082 0.0083 0.0021 0.0032 0.183
H -6.77305 0.85514 0.72297 -0.0030 -0.0051 0.0105 0.228
H -4.97787 1.23799 -0.85827 -0.0102 0.0013 0.0049 0.209
H -3.37033 0.35883 -2.41728 -0.0126 0.0192 -0.0033 0.244
H -1.78944 1.17714 -2.54712 0.0056 -0.0060 0.0021 0.249
H -3.21792 2.06619 -1.98607 -0.0080 -0.0034 -0.0077 0.246
H -3.92424 -0.70034 3.55007 -0.0224 0.0064 -0.0035 0.246
O -1.18934 2.86901 1.57581 0.1284 -0.0100 0.0229 -0.498
C -0.11832 2.38729 1.29454 0.1814 -0.5859 0.0000 0.321
F 7.61699 6.25918 -1.01678 -0.0005 0.0124 -0.0007 -0.320
C 7.45558 4.92812 -1.00884 -0.0064 -0.0085 0.0207 0.971
F 7.74230 4.48412 -2.24630 -0.0040 -0.0111 -0.0193 -0.321
F 8.38987 4.41659 -0.18824 -0.0080 -0.0097 0.0074 -0.319
C 6.06868 4.52071 -0.58873 -0.0052 0.0079 -0.0034 -0.124
C 5.77363 3.16466 -0.50697 0.0207 0.0217 -0.0007 -0.187
C 4.50694 2.76002 -0.13343 -0.0040 -0.0740 0.0038 -0.105
C 3.53027 3.71472 0.15549 -0.0780 0.1221 0.0331 -0.187
C 3.83603 5.07270 0.07314 0.0135 0.0017 -0.0097 -0.155
C 5.10714 5.47580 -0.29807 0.0223 -0.0062 -0.0116 -0.179
C 2.21313 3.31265 0.54266 0.0978 -0.0532 -0.0802 0.207
C 1.10089 2.98159 0.86693 -0.1856 0.3130 0.0328 -0.194
H 6.53723 2.43213 -0.73316 -0.0117 -0.0094 0.0038 0.234
H 4.26175 1.70878 -0.06176 0.0017 0.0023 -0.0012 0.226
H 3.07320 5.80384 0.30228 0.0027 -0.0012 -0.0001 0.230
H 5.35067 6.52643 -0.36298 -0.0075 0.0003 0.0029 0.237
```
Forces are in eV/Å.

Calculated values
- Lowest unoccupied orbital energy (spin up / spin down): -1.437 / -1.381 eV
- E_HOMO (spin up / spin down): -8.453 / -8.447 eV
- Energy relative to the best compared isomer or geometry (same formula, charge and spin): 7.7 kJ/mol
- Electronic energy: -129664.336 eV
- Spin multiplicity: 2